#one
Molecular formula: C3H6N2S
Method: DFT, ωB97M-V with the def2-TZVPD basis set

CARTESIAN COORDINATES (ANGSTROEM)
C  1.948  -0.862  -0.196
C  0.642  -0.213  0.270
C  -2.235  0.472  -0.036
H  1.902  -1.961  -0.153
H  2.376  -0.534  -1.155
H  2.654  -0.659  0.578
H  0.259  -0.503  1.270
H  -1.146  2.273  -0.045
H  -3.048  1.169  0.127
N  0.194  0.712  -0.447
N  -1.079  1.245  -0.050
S  -2.468  -1.139  -0.163

Summary:
Multiplicity: 1
LUMO energy: 0.8 eV
Net charge: 0
SMILES: C/C=N/NC=S
HOMO-LUMO gap: 9.197 eV
Highest occupied orbital energy: -8.437 eV

#two
Molecular formula: C3H6N2S
Method: DFT, ωB97M-V with the def2-TZVPD basis set

CARTESIAN COORDINATES (ANGSTROEM)
C  -0.443  0.188  -0.260
C  -1.661  -0.504  -0.267
C  -2.832  -0.203  0.434
H  1.534  1.474  0.544
H  0.157  -1.338  0.853
H  -1.301  1.681  -0.213
H  -1.538  -1.332  -0.913
H  -2.808  0.942  0.646
H  -3.539  -0.895  0.589
N  0.547  -0.795  -0.333
N  -0.269  1.463  -0.202
S  2.198  -0.131  0.175

Summary:
Multiplicity: 1
LUMO energy: 0.0 eV
Net charge: 0
HOMO-LUMO gap: 8.946 eV
Highest occupied orbital energy: -8.921 eV

Least stable: #two

#one
Molecular formula: C2H5IO
Method: DFT, ωB97M-V with the def2-TZVPD basis set

CARTESIAN COORDINATES (ANGSTROEM)
C  -0.669  -0.730  -0.059
C  0.217  0.360  0.484
O  0.087  1.540  -0.171
I  2.449  -0.253  -0.058
H  -0.711  -0.574  -1.190
H  -0.294  -1.726  0.169
H  -1.606  -0.572  0.282
H  0.180  0.496  1.611
H  0.348  1.459  -1.069

Summary:
Multiplicity: 1
LUMO energy: 0.2 eV
Net charge: 0
SMILES: C[C@H](O)I
HOMO-LUMO gap: 9.430 eV
Highest occupied orbital energy: -9.277 eV

#two
Molecular formula: C2H5IO
Method: DFT, ωB97M-V with the def2-TZVPD basis set

CARTESIAN COORDINATES (ANGSTROEM)
C  0.597  0.728  -0.099
C  -0.267  -0.349  0.453
O  -0.096  -1.578  -0.132
I  -2.524  0.259  -0.061
H  0.268  0.882  -1.056
H  0.514  1.571  0.541
H  1.692  0.449  -0.128
H  -0.242  -0.290  1.587
H  0.059  -1.672  -1.104

Summary:
Multiplicity: 1
LUMO energy: 0.2 eV
Net charge: 0
SMILES: C[C@H](O)I
HOMO-LUMO gap: 9.346 eV
Highest occupied orbital energy: -9.160 eV

Least stable: #two

#one
Molecular formula: C36H99N9O9
Method: DFT, ωB97M-V with the def2-TZVPD basis set

CARTESIAN COORDINATES (ANGSTROEM)
C  -4.361  4.190  -21.345
C  -3.411  3.862  -20.226
C  -1.976  4.264  -20.574
O  -1.560  3.738  -21.822
C  -0.314  4.168  -22.267
N  -3.783  4.595  -19.009
H  -4.180  3.489  -22.159
H  -4.161  5.210  -21.672
H  -5.386  4.077  -20.990
H  -3.327  2.786  -20.016
H  -1.215  3.922  -19.858
H  -1.890  5.358  -20.497
H  0.554  3.736  -21.752
H  -0.207  5.256  -22.285
H  -0.152  3.821  -23.290
H  -4.748  4.333  -18.849
H  -3.190  4.329  -18.233
C  -11.625  -8.546  -19.916
C  -11.410  -7.575  -18.783
C  -10.668  -8.211  -17.600
O  -11.143  -9.487  -17.137
C  -12.477  -9.467  -16.692
N  -10.710  -6.393  -19.233
H  -12.002  -8.048  -20.815
H  -12.311  -9.362  -19.696
H  -10.679  -8.958  -20.277
H  -12.429  -7.367  -18.423
H  -10.681  -7.523  -16.748
H  -9.637  -8.447  -17.869
H  -12.595  -10.357  -16.073
H  -13.179  -9.471  -17.533
H  -12.815  -8.629  -16.068
H  -10.102  -6.636  -20.037
H  -10.049  -6.022  -18.559
C  -2.997  -3.830  -19.050
C  -2.753  -3.834  -20.585
C  -2.788  -5.301  -21.000
O  -2.862  -5.288  -22.428
C  -2.916  -6.523  -23.065
N  -3.892  -3.072  -21.086
H  -2.173  -4.393  -18.580
H  -3.842  -4.467  -18.784
H  -2.995  -2.879  -18.522
H  -1.768  -3.362  -20.650
H  -3.728  -5.746  -20.655
H  -1.918  -5.859  -20.654
H  -2.116  -7.249  -22.862
H  -2.923  -6.378  -24.145
H  -3.796  -7.141  -22.836
H  -3.834  -2.058  -21.022
H  -3.857  -3.132  -22.110
C  -6.552  -1.500  -13.107
C  -7.113  -0.116  -13.304
C  -6.098  0.967  -12.955
O  -5.781  0.936  -11.581
C  -4.656  1.743  -11.291
N  -7.666  0.105  -14.651
H  -6.191  -1.704  -12.097
H  -5.712  -1.637  -13.795
H  -7.307  -2.265  -13.278
H  -7.848  0.078  -12.508
H  -6.579  1.948  -13.104
H  -5.222  0.941  -13.618
H  -3.863  1.498  -12.003
H  -4.285  1.535  -10.287
H  -4.944  2.800  -11.298
H  -7.657  1.121  -14.739
H  -8.666  -0.090  -14.585
C  -3.354  2.629  -15.879
C  -2.745  3.548  -14.829
C  -1.517  2.973  -14.107
O  -0.478  2.652  -14.981
C  0.580  1.893  -14.430
N  -2.371  4.810  -15.505
H  -3.709  1.673  -15.494
H  -2.648  2.344  -16.665
H  -4.125  3.219  -16.373
H  -3.488  3.810  -14.072
H  -1.874  2.042  -13.634
H  -1.173  3.627  -13.294
H  0.220  1.213  -13.653
H  1.283  2.625  -14.024
H  1.051  1.280  -15.196
H  -2.068  5.496  -14.821
H  -1.526  4.563  -16.019
C  -12.896  0.935  -15.778
C  -11.627  0.100  -15.930
C  -10.908  0.398  -17.256
O  -11.752  0.119  -18.357
C  -11.216  0.369  -19.624
N  -10.699  0.380  -14.838
H  -13.646  0.584  -15.068
H  -13.427  1.020  -16.736
H  -12.742  2.004  -15.591
H  -11.899  -0.948  -16.055
H  -10.108  -0.350  -17.236
H  -10.492  1.402  -17.370
H  -11.941  0.077  -20.381
H  -10.267  -0.129  -19.844
H  -11.040  1.435  -19.821
H  -10.473  1.363  -14.806
H  -11.085  0.023  -13.977
C  -7.102  -6.237  -19.878
C  -7.715  -6.238  -21.253
C  -6.630  -6.452  -22.308
O  -7.177  -6.141  -23.573
C  -6.242  -6.323  -24.603
N  -8.703  -7.351  -21.209
H  -6.501  -7.135  -19.683
H  -7.786  -6.307  -19.037
H  -6.376  -5.419  -19.845
H  -8.307  -5.382  -21.577
H  -6.175  -7.452  -22.319
H  -5.780  -5.799  -22.054
H  -6.096  -7.384  -24.852
H  -5.269  -5.865  -24.419
H  -6.669  -5.931  -25.528
H  -8.379  -8.313  -21.216
H  -9.265  -7.337  -22.060
C  -8.570  -2.939  -18.431
C  -7.403  -2.045  -18.772
C  -6.623  -1.438  -17.600
O  -5.416  -0.835  -18.011
C  -5.405  0.571  -17.928
N  -6.491  -2.765  -19.640
H  -8.376  -3.871  -17.895
H  -9.215  -3.345  -19.221
H  -9.376  -2.483  -17.839
H  -7.765  -1.225  -19.419
H  -6.393  -2.261  -16.923
H  -7.331  -0.799  -17.070
H  -4.550  1.096  -18.368
H  -5.346  0.795  -16.859
H  -6.230  0.932  -18.554
H  -6.835  -2.839  -20.587
H  -5.565  -2.372  -19.674
C  -6.655  -5.090  -15.792
C  -7.402  -5.519  -14.549
C  -6.526  -5.407  -13.268
O  -7.081  -6.043  -12.159
C  -6.190  -6.328  -11.086
N  -8.589  -4.684  -14.341
H  -6.363  -4.046  -15.660
H  -7.298  -5.222  -16.656
H  -5.740  -5.678  -15.887
H  -7.671  -6.580  -14.558
H  -6.357  -4.333  -13.112
H  -5.528  -5.782  -13.547
H  -6.894  -6.801  -10.400
H  -5.750  -5.431  -10.650
H  -5.440  -7.068  -11.376
H  -8.311  -3.743  -14.104
H  -9.105  -5.098  -13.573

Summary:
Multiplicity: 1
LUMO energy: 0.5 eV
Net charge: 0
SMILES: COC[C@H](C)N.COC[C@H](C)N.COC[C@H](C)N.COC[C@H](C)N.COC[C@H](C)N.COC[C@H](C)N.COC[C@H](C)N.COC[C@H](C)N.COC[C@H](C)N
HOMO-LUMO gap: 8.701 eV
Highest occupied orbital energy: -8.200 eV

#two
Molecular formula: C36H99N9O9
Method: DFT, ωB97M-V with the def2-TZVPD basis set

CARTESIAN COORDINATES (ANGSTROEM)
C  -4.036  1.867  -1.830
C  -5.262  1.311  -1.142
C  -5.344  1.784  0.317
O  -4.373  1.155  1.113
C  -4.407  1.661  2.430
N  -6.483  1.767  -1.820
H  -3.938  2.947  -1.711
H  -4.107  1.724  -2.913
H  -3.124  1.398  -1.460
H  -5.120  0.221  -1.089
H  -6.324  1.454  0.693
H  -5.289  2.878  0.270
H  -4.240  2.742  2.435
H  -3.633  1.262  3.086
H  -5.380  1.430  2.877
H  -6.469  1.289  -2.721
H  -7.283  1.341  -1.354
C  3.704  -1.304  -0.912
C  2.638  -1.149  -2.008
C  3.003  -0.021  -2.968
O  3.355  1.115  -2.200
C  3.642  2.266  -2.934
N  2.410  -2.405  -2.727
H  4.010  -0.348  -0.481
H  4.632  -1.641  -1.383
H  3.308  -1.965  -0.142
H  1.706  -0.802  -1.546
H  2.237  0.150  -3.730
H  3.902  -0.293  -3.546
H  2.850  2.675  -3.569
H  4.524  2.120  -3.574
H  3.939  3.082  -2.272
H  3.317  -2.699  -3.091
H  2.243  -3.064  -1.957
C  -0.393  5.408  -7.194
C  0.796  4.457  -7.047
C  0.479  3.279  -6.144
O  0.317  3.726  -4.807
C  0.056  2.609  -3.981
N  1.340  3.941  -8.334
H  -0.055  6.376  -7.563
H  -0.945  5.399  -6.255
H  -1.077  5.058  -7.976
H  1.635  5.021  -6.634
H  1.320  2.580  -6.186
H  -0.395  2.761  -6.559
H  -0.935  2.166  -4.112
H  0.139  2.963  -2.951
H  0.803  1.814  -4.063
H  0.650  3.306  -8.734
H  1.341  4.751  -8.950
C  3.730  -7.224  -2.415
C  3.190  -5.829  -2.090
C  2.040  -5.916  -1.080
O  1.550  -4.575  -0.882
C  0.362  -4.561  -0.111
N  4.307  -5.043  -1.497
H  4.421  -7.593  -1.658
H  4.101  -7.287  -3.437
H  2.937  -7.983  -2.430
H  2.892  -5.317  -3.001
H  2.404  -6.309  -0.125
H  1.186  -6.493  -1.449
H  -0.482  -4.993  -0.652
H  0.124  -3.510  0.070
H  0.542  -5.003  0.873
H  4.758  -5.620  -0.789
H  3.862  -4.324  -0.929
C  -3.723  -4.825  0.526
C  -4.506  -5.959  -0.160
C  -4.184  -7.314  0.447
O  -2.798  -7.565  0.395
C  -2.480  -8.855  0.876
N  -5.963  -5.738  -0.048
H  -2.707  -5.160  0.725
H  -4.282  -4.566  1.425
H  -3.742  -3.980  -0.163
H  -4.378  -5.994  -1.244
H  -4.752  -8.107  -0.052
H  -4.498  -7.299  1.503
H  -2.911  -9.635  0.245
H  -2.828  -8.987  1.907
H  -1.393  -8.901  0.895
H  -6.376  -6.279  0.706
H  -6.202  -4.778  0.162
C  1.001  2.105  1.782
C  0.558  1.049  0.772
C  -0.852  0.517  0.943
O  -0.897  -0.724  0.269
C  -2.188  -1.262  0.117
N  0.652  1.612  -0.587
H  2.079  2.260  1.714
H  0.678  1.798  2.777
H  0.592  3.096  1.577
H  1.236  0.187  0.846
H  -1.605  1.234  0.590
H  -1.100  0.346  2.005
H  -2.020  -2.187  -0.440
H  -2.864  -0.597  -0.425
H  -2.649  -1.561  1.066
H  0.356  0.842  -1.187
H  1.627  1.792  -0.812
C  -1.225  -0.059  5.589
C  -0.019  -0.997  5.482
C  0.617  -0.919  4.113
O  1.527  -1.994  4.000
C  1.954  -2.289  2.689
N  0.921  -0.666  6.572
H  -2.023  -0.434  4.942
H  -0.882  0.919  5.249
H  -1.617  -0.014  6.601
H  -0.364  -2.034  5.579
H  1.020  0.064  3.854
H  -0.197  -1.097  3.398
H  2.293  -3.322  2.746
H  2.693  -1.591  2.285
H  1.096  -2.260  2.002
H  0.562  -0.974  7.464
H  1.779  -1.157  6.337
C  6.468  3.564  3.758
C  4.978  3.607  4.150
C  4.331  2.217  4.121
O  5.099  1.330  4.892
C  4.519  0.051  4.957
N  4.815  4.146  5.497
H  6.728  3.326  2.724
H  7.006  2.801  4.328
H  6.903  4.526  4.035
H  4.475  4.279  3.451
H  4.333  1.877  3.080
H  3.312  2.353  4.492
H  3.431  0.076  5.123
H  4.946  -0.626  5.688
H  4.529  -0.363  3.937
H  5.060  3.412  6.164
H  5.548  4.820  5.710
C  -2.171  5.260  -2.399
C  -2.709  5.531  -0.995
C  -1.857  4.994  0.118
O  -2.638  4.950  1.303
C  -1.958  4.261  2.333
N  -2.968  6.991  -0.863
H  -1.277  5.848  -2.612
H  -2.898  5.571  -3.156
H  -1.994  4.200  -2.585
H  -3.694  5.045  -0.967
H  -0.986  5.647  0.265
H  -1.423  4.019  -0.142
H  -2.628  4.316  3.193
H  -1.039  4.732  2.695
H  -1.787  3.229  2.022
H  -3.334  7.125  0.078
H  -3.743  7.160  -1.497

Summary:
Multiplicity: 1
LUMO energy: 0.5 eV
Net charge: 0
SMILES: COC[C@H](C)N.COC[C@H](C)N.COC[C@H](C)N.COC[C@H](C)N.COC[C@H](C)N.COC[C@H](C)N.COC[C@H](C)N.COC[C@H](C)N.COC[C@H](C)N
HOMO-LUMO gap: 9.631 eV
Highest occupied orbital energy: -9.149 eV

Least stable: #one